1.
Molecular formula: C2H3ClNOP
Method: DFT, ωB97M-V/def2-TZVPD

Last column: natural (NBO) charge in e.
Positions of all 9 atoms, in Å:
C  -0.76407  -0.34273  1.25102  -0.063
C  0.10672  -0.72730  -0.00303  -0.091
N  -0.47597  -0.70269  2.37035  -0.178
O  0.18942  0.29039  -0.92955  -0.800
P  1.43860  1.29573  -1.17657  0.805
Cl  0.48858  2.57192  -2.34641  -0.281
H  -1.64282  0.22839  0.95069  0.206
H  1.08361  -1.05269  0.35531  0.194
H  -0.42405  -1.56103  -0.47182  0.207

Forces on atoms 1 to 2 (eV/Å):
0.33 0.33 -2.49
-0.11 -0.77 1.21

Its molecular weight is 123.5 g mol⁻¹. The LUMO energy (alpha / beta) is -0.6738 / -0.7345 eV.

---

2.
Molecular formula: C2H3ClO2
Method: DFT, ωB97M-V/def2-TZVPD

Last column: natural (NBO) charge in e.
Positions of all 8 atoms, in Å:
O  0.56651  0.50164  0.05716  -0.403
C  0.12946  -0.10816  1.24348  0.155
O  0.20076  1.12346  1.90011  -0.420
C  0.61318  1.63307  0.70417  0.341
H  -0.84259  -0.64711  1.33976  0.169
H  1.30613  2.34451  0.62999  0.157
Cl  -0.90340  -2.05926  -2.39854  -0.275
H  -1.07005  -2.78816  -3.47612  0.276

Forces on atoms 1 to 2 (eV/Å):
-0.88 -1.25 -0.41
-0.11 0.05 0.45

Its molecular weight is 94.5 g mol⁻¹. The LUMO energy (alpha / beta) is 0.5966 / 0.5973 eV. Its SMILES is O1[C@H]2O[C@H]12.Cl.

---

3.
Molecular formula: C2H3ClO2
Method: DFT, ωB97M-V/def2-TZVPD

Last column: natural (NBO) charge in e.
Positions of all 8 atoms, in Å:
O  -0.06791  -1.24273  1.05866  -0.552
C  -0.66806  -0.51737  0.35055  0.759
O  -2.03910  -0.61741  0.39799  -0.696
C  -0.24872  0.76463  -0.36867  -0.506
Cl  1.52274  0.73300  -0.65912  -0.011
H  -2.02955  -1.57936  0.60046  0.496
H  -0.84884  0.97373  -1.29593  0.254
H  -0.65148  1.54223  0.35599  0.257

Forces on atoms 1 to 2 (eV/Å):
2.13 -1.03 -0.01
-1.86 2.02 0.35

Its molecular weight is 94.5 g mol⁻¹. The LUMO energy is 0.6228 eV. Its SMILES is O=C(O)CCl.

---

4.
Molecular formula: C2H3ClO2
Method: DFT, ωB97M-V/def2-TZVPD

Last column: natural (NBO) charge in e.
Positions of all 8 atoms, in Å:
O  0.73025  1.80890  -0.06586  -0.505
C  1.39413  0.86652  0.27102  0.342
Cl  1.23434  0.02545  1.69090  0.019
H  2.33256  0.77602  -0.16917  0.139
C  -1.40582  -0.84376  -0.52447  0.303
O  -0.25037  -1.03390  -0.49922  -0.504
H  -1.86239  -0.06591  0.19343  0.097
H  -2.17270  -1.53334  -0.89663  0.110

Forces on atoms 1 to 2 (eV/Å):
-0.60 -0.90 0.20
-0.62 3.55 -0.66

Its molecular weight is 94.5 g mol⁻¹. The LUMO energy is 0.5899 eV. Its SMILES is O=CCl.C=O.

---

5.
Molecular formula: C2H3ClO2ReS4Sb
Method: DFT, ωB97M-V/def2-TZVPD

Last column: natural (NBO) charge in e.
Positions of all 14 atoms, in Å:
Re  0.13832  -1.25167  1.08826  0.783
S  4.05259  1.79995  -1.40297  -0.754
Sb  3.70567  -0.29403  -0.48253  1.016
S  1.92275  -0.01665  1.29354  -0.550
S  -0.30638  -3.21311  1.12907  -0.267
S  5.25628  -1.81141  0.65856  -0.727
H  -0.23306  -1.39067  2.32896  0.075
Cl  -3.85851  0.76512  -0.97533  -0.014
C  -2.33960  1.50865  -0.66990  -0.486
C  -1.51311  0.24067  -0.59903  0.759
O  -0.93986  -0.20889  -1.57723  -0.612
O  -1.45324  -0.33466  0.52390  -0.692
H  -2.47156  2.08917  0.21030  0.229
H  -1.96028  2.11754  -1.52559  0.241

Forces on atoms 1 to 2 (eV/Å):
2.46 4.02 -11.80
-0.06 -0.82 0.70

Its molecular weight is 530.7 g mol⁻¹. The LUMO energy (alpha / beta) is 2.0976 / 0.9120 eV. The total charge is -1. As for the spin multiplicity: 4.

---

6.
Molecular formula: C2H3ClO2S
Method: DFT, ωB97M-V/def2-TZVPD

Last column: natural (NBO) charge in e.
Positions of all 9 atoms, in Å:
C  0.43489  2.21522  -0.49501  0.330
C  -0.28477  -2.10101  0.97474  -0.550
O  1.19195  1.62402  0.18154  -0.516
O  -0.28670  -0.42967  -1.06541  -0.907
S  0.56394  -1.15869  -0.16461  1.203
Cl  -1.98011  -2.59405  0.83556  0.035
H  0.55210  2.41690  -1.62639  0.079
H  -0.53700  2.63172  -0.29543  0.103
H  0.34570  -2.60445  1.65501  0.223

Forces on atoms 1 to 2 (eV/Å):
-0.87 1.01 -3.83
-0.23 1.22 -3.21

Its molecular weight is 126.6 g mol⁻¹. The LUMO energy is -0.6550 eV.

---

7.
Molecular formula: C2H3ClO2S
Method: DFT, ωB97M-V/def2-TZVPD

Last column: natural (NBO) charge in e.
Positions of all 9 atoms, in Å:
C  -0.97530  0.35405  1.10610  -0.788
C  0.45312  0.96462  -1.48233  0.207
O  1.64381  0.04138  1.16484  -0.913
O  1.64421  1.41078  -1.78645  -0.660
S  0.50863  0.97025  0.88963  1.217
Cl  0.07211  -0.64726  -1.98865  -0.030
H  -1.73270  1.14853  0.95839  0.232
H  -1.27893  -0.69555  1.13746  0.240
H  2.30822  1.00692  -2.52873  0.494

Forces on atoms 1 to 2 (eV/Å):
0.18 0.64 -0.34
1.33 0.70 -1.14

Its molecular weight is 126.6 g mol⁻¹. The LUMO energy (alpha / beta) is -0.9754 / -0.9775 eV.

---

8.
Molecular formula: C2H3ClO2S
Method: DFT, ωB97M-V/def2-TZVPD

Last column: natural (NBO) charge in e.
Positions of all 9 atoms, in Å:
C  -0.76787  0.12179  0.34784  -0.662
C  -0.35971  -1.12211  0.91063  0.518
O  1.49352  0.48866  -2.04948  -0.728
O  -0.58931  -2.19691  0.52069  -0.445
S  0.72962  1.22953  0.15623  0.363
Cl  0.84755  -0.85221  2.16209  -0.064
H  -1.23633  0.16592  -0.59827  0.278
H  -1.42119  0.77301  1.09330  0.282
H  1.30372  1.39231  -2.54303  0.457

Forces on atoms 1 to 2 (eV/Å):
-0.21 5.12 1.10
1.45 -0.87 0.33

Its molecular weight is 126.6 g mol⁻¹. The LUMO energy (alpha / beta) is -2.7132 / -2.7174 eV.

---

9.
Molecular formula: C2H3ClO2S
Method: DFT, ωB97M-V/def2-TZVPD

Last column: natural (NBO) charge in e.
Positions of all 9 atoms, in Å:
C  0.11725  0.53266  1.21163  -0.363
C  -0.35335  0.68405  -0.00779  -0.322
O  -3.17259  -0.46597  -1.22115  -0.819
O  -2.37161  -1.46475  0.84490  -0.833
S  -2.86216  -0.22539  0.18698  1.633
Cl  -1.10721  2.15414  -0.57264  0.012
H  0.65384  -0.46856  1.35881  0.234
H  -0.09676  1.29173  1.93908  0.214
H  0.03411  -0.16884  -0.65146  0.245

Forces on atoms 1 to 2 (eV/Å):
0.27 -1.26 0.09
2.04 -1.00 -0.99

Its molecular weight is 126.6 g mol⁻¹. The LUMO energy is -1.2904 eV.

---

10.
Molecular formula: C2H3ClOS
Method: DFT, ωB97M-V/def2-TZVPD

Last column: natural (NBO) charge in e.
Positions of all 8 atoms, in Å:
O  1.13949  -0.70898  -0.89102  -0.655
C  -0.18400  -0.54472  -0.34847  0.300
S  -1.40245  0.02787  -1.52316  -0.144
C  -0.18441  -0.42642  1.09433  -0.572
Cl  0.95740  0.77530  1.53568  0.056
H  0.82368  -0.63679  -1.77448  0.495
H  -0.39216  -1.38579  1.54619  0.264
H  -1.17364  -0.10483  1.14532  0.255

Forces on atoms 1 to 2 (eV/Å):
-3.56 -0.36 2.37
1.76 1.82 -5.34

Its molecular weight is 110.6 g mol⁻¹. The LUMO energy is -0.8495 eV. Its SMILES is OC(=S)CCl.

---

11.
Molecular formula: C2H3ClS2
Method: DFT, ωB97M-V/def2-TZVPD

Last column: natural (NBO) charge in e.
Positions of all 8 atoms, in Å:
S  2.16020  -0.61875  -0.08137  0.137
C  0.76472  -0.03885  0.10719  -0.400
S  0.02398  1.52141  0.04923  0.151
C  -0.46864  -1.02229  0.20427  -0.483
Cl  -2.18113  -0.38037  -0.09172  -0.058
H  1.15926  2.15154  -0.25298  0.126
H  -0.42948  -1.83027  1.08304  0.267
H  -0.37380  -1.93068  -0.62543  0.260

Forces on atoms 1 to 2 (eV/Å):
4.22 -1.20 -0.28
-6.45 0.13 0.11

Its molecular weight is 126.6 g mol⁻¹. The LUMO energy is -0.3491 eV. Its SMILES is S=C(S)CCl.

---

12.
Molecular formula: C2H3ClSi
Method: DFT, ωB97M-V/def2-TZVPD

Last column: natural (NBO) charge in e.
Positions of all 7 atoms, in Å:
Cl  2.75407  0.12458  0.02122  -0.052
C  0.93143  0.10308  0.22296  -0.331
C  0.08603  -0.89359  0.00841  -0.574
Si  -0.86443  0.67402  0.05313  1.031
H  0.08254  -1.91607  -0.25121  0.229
H  -1.58932  0.47776  -1.21603  -0.156
H  -1.40033  1.43022  1.16152  -0.148

Forces on atoms 1 to 2 (eV/Å):
-1.79 0.16 0.23
0.40 -0.05 -1.16

Its molecular weight is 90.6 g mol⁻¹. The LUMO energy is 0.1038 eV. Its SMILES is ClC1=C[SiH2]1.

---

13.
Molecular formula: C2H3CsLiO2
Method: DFT, ωB97M-V/def2-TZVPD

Last column: natural (NBO) charge in e.
Positions of all 9 atoms, in Å:
O  0.36963  0.59826  -1.63080  -0.838
C  -0.59506  -0.30021  -1.21443  -0.038
C  -0.61551  0.02376  0.56357  0.181
O  -0.67837  -1.19259  1.09408  -0.760
Cs  2.64106  2.88184  1.60898  0.552
H  -0.36130  -1.12946  -1.91148  0.160
H  -1.67989  -0.54767  -1.30456  0.124
H  -0.44149  0.60994  1.48920  0.144
Li  1.36092  -0.94388  1.30543  0.476

Forces on atoms 1 to 2 (eV/Å):
-2.62 -0.50 0.76
2.36 3.15 -1.00

Its molecular weight is 198.9 g mol⁻¹. The LUMO energy (alpha / beta) is -0.6196 / -0.8416 eV. As for the spin multiplicity: 2.

---

14.
Molecular formula: C2H3CuF4NO5S2
Method: DFT, ωB97M-V/def2-TZVPD

Last column: natural (NBO) charge in e.
Positions of all 18 atoms, in Å:
N  -0.19224  -1.28700  1.42294  -1.182
S  -1.66568  -0.51163  1.48534  1.606
O  -2.12349  -0.63715  2.89577  -0.937
O  -1.20214  1.10723  1.44962  -0.504
S  0.17289  -2.15744  0.15894  2.190
O  -0.74950  -2.04221  -1.00014  -1.033
O  0.61345  -3.50895  0.50667  -0.920
C  1.73710  -1.34095  -0.49442  0.726
F  1.41675  -0.19037  -1.08833  -0.330
F  2.59541  -1.09634  0.48002  -0.309
F  2.30793  -2.12931  -1.39268  -0.316
Cu  -1.22802  -0.02092  -1.81030  0.871
F  -1.66101  1.96695  -2.35876  -0.888
C  0.06311  2.44300  -0.04019  -0.268
O  -0.99357  1.50612  -0.12209  -0.304
H  -0.33207  3.36910  0.39784  0.178
H  0.83199  1.96755  0.58465  0.189
H  0.40907  2.56231  -1.07488  0.230

Forces on atoms 1 to 2 (eV/Å):
-0.17 -0.22 -0.95
0.02 -0.26 0.97

Its molecular weight is 324.7 g mol⁻¹. The LUMO energy is 3.0567 eV. The total charge is -1.

---

15.
Molecular formula: C2H3EuO2
Method: DFT, ωB97M-V/def2-TZVPD

Last column: Löwdin spin population.
Positions of all 8 atoms, in Å:
C  -0.82579  0.21255  0.07308  -0.002
C  -0.20105  -1.00982  0.17196  0.000
O  1.12740  -1.09955  0.19573  -0.028
O  0.06996  1.24615  -0.14926  -0.011
H  -1.46253  -0.31796  -0.81123  0.000
H  -0.34898  2.06661  -0.42322  0.000
Eu  2.43172  0.70010  0.27803  7.042
H  -0.79073  -1.79808  0.66491  -0.001

Forces on atoms 1 to 2 (eV/Å):
-2.03 -3.26 -1.97
1.73 0.81 2.65

Its molecular weight is 211.0 g mol⁻¹. The LUMO energy (alpha / beta) is -5.2693 / -5.1434 eV. The total charge is +1. As for the spin multiplicity: 8.

---

16.
Molecular formula: C2H3F2I
Method: DFT, ωB97M-V/def2-TZVPD

Last column: natural (NBO) charge in e.
Positions of all 8 atoms, in Å:
F  -1.05553  -0.71569  -0.48963  -0.327
C  -0.89092  0.54491  -0.05826  0.154
C  0.24558  1.20348  -0.15467  0.144
F  0.28026  2.52737  0.27878  -0.340
H  -1.74155  0.90334  0.43308  0.177
H  1.19130  0.85391  -0.50224  0.191
I  1.73256  -2.67136  -0.00223  -0.104
H  0.23830  -2.64596  0.49517  0.104

Forces on atoms 1 to 2 (eV/Å):
0.31 -0.05 -0.11
0.82 -0.30 -0.17

Its molecular weight is 191.9 g mol⁻¹. The LUMO energy is 0.6704 eV. Its SMILES is F/C=C/F.I.

---

17.
Molecular formula: C2H3F2I
Method: DFT, ωB97M-V/def2-TZVPD

Last column: natural (NBO) charge in e.
Positions of all 8 atoms, in Å:
C  0.50925  -0.37879  -0.46122  -0.076
C  -0.29141  -0.12387  0.76000  0.353
F  -0.15334  -1.29910  -1.22140  -0.347
F  0.35668  0.24429  1.82566  -0.285
I  -1.43050  2.62585  -0.47278  -0.226
H  1.50577  -0.84034  -0.12054  0.189
H  0.57873  0.57523  -1.08567  0.222
H  -1.07516  -0.80328  0.77595  0.170

Forces on atoms 1 to 2 (eV/Å):
1.71 1.25 -0.39
0.96 1.38 -1.80

Its molecular weight is 191.9 g mol⁻¹. The LUMO energy (alpha / beta) is -0.8799 / -2.7236 eV.

---

18.
Molecular formula: C2H3F2IO
Method: DFT, ωB97M-V/def2-TZVPD

Last column: natural (NBO) charge in e.
Positions of all 9 atoms, in Å:
O  0.61635  -1.49676  0.02152  -0.703
C  0.79521  -0.10006  0.26640  -0.083
C  -0.80933  0.68817  -0.13431  0.516
F  -1.07158  1.65767  0.81173  -0.363
F  -0.68837  1.44515  -1.23211  -0.344
I  -2.32216  -0.77560  -0.17041  0.127
H  1.11431  -1.75575  -0.75668  0.478
H  0.73238  -0.05191  1.29673  0.183
H  1.63318  0.38908  -0.10287  0.189

Forces on atoms 1 to 2 (eV/Å):
1.02 1.07 -0.28
-5.52 -1.42 -0.64

Its molecular weight is 207.9 g mol⁻¹. The LUMO energy is 0.4376 eV. Its SMILES is OCC(F)(F)I.

---

19.
Molecular formula: C2H3F2N3
Method: DFT, ωB97M-V/def2-TZVPD

Last column: natural (NBO) charge in e.
Positions of all 10 atoms, in Å:
C  1.47060  0.23408  -0.41684  0.322
C  -0.96404  0.22192  0.07328  0.309
N  1.31182  -1.00307  -0.39568  -0.282
N  0.44959  -1.72482  0.22565  -0.116
N  -0.68358  -0.99645  0.51235  -0.346
F  1.31117  1.16434  0.62038  -0.375
F  -2.27440  0.39298  -0.08922  -0.319
H  1.95355  0.88152  -1.12712  0.180
H  -0.36281  1.02944  0.25679  0.203
H  -1.51568  -1.63239  0.70186  0.424

Forces on atoms 1 to 2 (eV/Å):
0.52 2.63 -0.16
-1.31 -2.50 0.49

Its molecular weight is 107.1 g mol⁻¹. The LUMO energy (alpha / beta) is 0.4524 / 0.4536 eV.

---

20.
Molecular formula: C2H3F2NO
Method: DFT, ωB97M-V/def2-TZVPD

Last column: natural (NBO) charge in e.
Positions of all 9 atoms, in Å:
C  -1.58475  1.09320  0.26337  0.380
C  0.43795  0.87272  -0.06333  0.766
N  0.53570  -0.09683  -0.99813  -0.869
O  -2.39474  0.22294  0.34047  -0.484
F  0.84041  2.19376  -0.40194  -0.384
F  1.02674  0.70739  1.09938  -0.321
H  -1.71541  2.15715  0.32831  0.120
H  0.74981  0.36041  -1.87538  0.400
H  1.30330  -0.76882  -0.71032  0.390

Forces on atoms 1 to 2 (eV/Å):
2.80 -1.58 -0.25
-4.93 3.50 1.68

Its molecular weight is 95.0 g mol⁻¹. The LUMO energy is 0.8015 eV.

---

For each record above, in turn, the calculated energy relative to the best compared isomer or geometry (same formula, charge and spin) values are 71.6; 98.9; 5.7; 41.9; 31.3; 55.1; 96.4; 81.2; 33.3; 40.5; 29.7; 53.5; 73.2; 0.0; 19.4; 33.0; 62.8; 41.3; 58.7; 59.7 kcal per mole.